The molecule C4H10N2OS at a distorted geometry. Source: the Open Molecules 2025 dataset; level of theory: the ωB97M-V functional and the def2-TZVPD basis.

Element x y z (Å)
1 N -1.11947 2.08047 -0.13523
2 H -1.64481 -1.77218 0.51936
3 H 1.27257 -1.68190 -1.17462
4 H -1.33311 2.78559 0.56237
5 C -0.18400 1.08720 0.37077
6 S 1.41705 0.37649 -2.41072
7 H -0.14407 0.94561 1.47325
8 C 1.12958 -0.62118 -0.87805
9 H -0.50260 -2.34655 2.43545
10 H -0.78501 2.52581 -0.98409
11 C -0.05935 -1.55313 1.78932
12 N -0.72662 -1.36773 0.59084
13 C -0.28158 -0.30579 -0.36719
14 H 1.98952 -0.47920 -0.22165
15 H -1.02727 -0.12022 -1.14946
16 H 0.24850 -0.13032 -2.86922
17 O 0.90998 -0.89983 2.10021
18 H 0.84068 1.47685 0.34865

Computed properties:
- calculated total energy (a.u.) = -741.330041
- HOMO-LUMO gap (eV) = 9.830
- SMILES = NC[C@@H](CS)NC=O
- molecular weight (g/mol) = 134.20
- charge = 0
- multiplicity = 1
- lowest unoccupied orbital energy (eV) = 0.8
- max |F| (hartree/bohr) = 0.05245

Atom charges from the natural (NBO) analysis, given in e for atoms 1 to 8:
1. N -0.861
2. H 0.401
3. H 0.218
4. H 0.366
5. C -0.245
6. S -0.051
7. H 0.229
8. C -0.508